1.
30
Properties=species:S:1:pos:R:3:forces:R:3:lowdin_charge:R:1 method="wB97M-V/def2-TZVPD" e_homo_ha=-0.283 spin_multiplicity=1 charge=0 smiles=Cc1c[nH]c2ccccc12.CCC orbital_gap_ev=8.62
C 0.4349 1.3189 -2.0234 2.176 1.147 -0.290 -0.065
C 1.3212 -0.2414 -0.1595 0.705 2.986 0.153 -0.149
C 0.2953 0.1432 -1.1484 1.222 -3.017 2.389 -0.248
C 1.1113 -1.5440 0.2550 -2.451 -2.091 -0.473 -0.243
C -0.3631 -1.0523 -1.2201 -3.160 0.733 -4.160 -0.140
C 3.3106 -0.1890 1.0936 -0.121 1.998 0.241 -0.114
C 3.0860 -1.5503 1.2175 0.322 0.391 0.622 -0.136
C 2.4078 0.5662 0.3814 -2.252 0.639 0.735 -0.017
C 1.9505 -2.2753 1.0393 1.411 1.201 0.051 -0.002
N -0.0488 -2.1109 -0.3743 1.556 1.796 -0.098 0.095
H 4.1009 0.2903 1.7205 -0.305 -0.592 -1.071 0.118
H 3.9433 -2.0706 1.2826 2.969 -2.076 1.786 0.067
H 2.2839 1.7364 0.4868 0.632 -2.566 -0.738 0.149
H 1.9537 -3.2565 1.4747 -0.629 -0.487 -0.630 0.119
H 1.4980 1.2476 -2.3629 -0.465 -0.100 -0.020 0.091
H 0.5221 2.3525 -1.5654 -1.010 -1.220 -0.132 0.098
H -1.0875 -1.1248 -2.0854 0.470 -0.680 1.340 0.138
H -0.0405 -3.1233 -0.6318 -0.205 1.710 0.088 0.170
H -0.1007 1.3062 -2.9595 -0.739 0.116 0.075 0.072
C -2.0819 1.2456 0.8846 -0.854 -0.953 -1.241 -0.286
C -2.7259 1.6639 -0.4777 -0.465 -2.310 -0.608 -0.119
C -2.3740 -0.2554 1.2159 0.865 0.752 1.570 -0.125
H -1.0147 1.4044 0.8757 0.321 0.077 -0.210 0.069
H -2.4768 1.8203 1.6943 -0.275 0.709 0.387 0.077
H -2.9541 0.7446 -1.2238 0.575 2.081 1.838 0.114
H -2.1956 2.3878 -1.0218 1.760 0.574 -0.862 0.022
H -1.4211 -0.6362 1.7030 -1.150 -0.082 -0.813 0.071
H -3.1387 -0.2900 2.0766 0.651 -0.389 -1.819 0.086
H -3.6030 2.2656 -0.4034 -1.423 -0.256 0.671 0.040
H -2.5931 -0.7736 0.2559 -0.130 -0.092 1.219 0.050


2.
99
Properties=species:S:1:pos:R:3:forces:R:3:lowdin_charge:R:1 method="wB97M-V/def2-TZVPD" s2=6.02 e_homo_ha="-0.386 / -0.388" spin_multiplicity=5 charge=+1 orbital_gap_ev="7.17 / 5.65"
Rh -0.7695 0.6625 -0.3884 -0.075 0.832 -0.156 0.799
S 4.6092 2.5006 4.6780 -0.049 -0.007 -0.060 1.057
N 4.7029 2.3522 3.0751 -0.072 -0.016 0.020 -0.204
C 3.4704 2.1343 2.6408 0.130 0.010 -0.183 -0.299
C 3.0862 1.9392 1.2517 0.111 0.038 0.110 -0.072
C 3.9974 1.9108 0.1933 0.043 0.016 0.024 0.035
C 3.5321 1.7128 -1.0855 -0.045 0.020 -0.022 -0.010
C 2.1626 1.5552 -1.2849 -0.025 0.119 0.009 -0.118
N 1.2945 1.5791 -0.2844 0.113 -0.334 -0.013 -0.048
C 1.7356 1.7481 0.9735 -0.236 0.064 0.096 -0.176
C 0.7328 1.6988 2.0541 0.091 0.010 -0.213 -0.172
N -0.5435 1.4636 1.7015 -0.038 -0.393 0.117 0.009
C -1.4752 1.3789 2.6412 -0.011 0.126 -0.039 -0.086
C -1.1850 1.5300 3.9953 -0.007 0.037 -0.050 -0.008
C 0.1166 1.7719 4.3710 -0.001 0.044 0.041 0.033
C 1.1019 1.8665 3.3864 0.127 0.039 0.092 -0.076
C 2.5076 2.1039 3.6751 -0.165 -0.010 0.143 -0.300
N 3.0227 2.2989 4.8799 0.003 -0.014 -0.066 -0.205
H 5.0515 2.0417 0.4002 0.001 -0.001 -0.004 0.129
H 4.2023 1.6836 -1.9320 0.005 0.005 -0.006 0.123
H 1.7483 1.4192 -2.2766 0.001 -0.051 0.005 0.132
H -2.4852 1.1933 2.2959 0.010 -0.050 0.001 0.125
H -1.9770 1.4493 4.7252 -0.006 0.005 0.008 0.120
H 0.3949 1.8887 5.4100 -0.001 -0.001 0.006 0.129
Te -1.1869 3.7383 -1.2850 0.025 -0.209 0.025 1.572
C 0.6709 4.4086 -2.0252 -0.017 0.055 -0.021 -0.512
C 0.8108 4.5591 -3.4007 0.059 -0.082 -0.027 -0.138
C 2.0147 5.0067 -3.9314 -0.016 -0.034 0.031 -0.073
C 3.0722 5.3160 -3.0894 0.017 0.001 0.008 -0.073
C 2.9304 5.1711 -1.7151 -0.018 -0.011 -0.011 -0.079
C 1.7361 4.7097 -1.1828 -0.008 0.078 0.015 -0.148
C -1.3364 5.2081 0.2140 0.010 -0.042 0.020 -0.512
C -0.6437 5.1102 1.4161 -0.039 -0.041 0.060 -0.145
C -0.7241 6.1370 2.3454 -0.006 0.001 0.018 -0.074
C -1.5046 7.2543 2.0811 0.013 -0.016 0.008 -0.071
C -2.2163 7.3397 0.8941 -0.008 -0.037 -0.022 -0.070
C -2.1363 6.3165 -0.0423 0.034 0.073 0.090 -0.136
H -0.0144 4.3297 -4.0632 -0.022 0.018 -0.001 0.097
H 2.1179 5.1250 -5.0016 0.002 0.000 -0.012 0.110
H 4.0047 5.6770 -3.5025 0.004 0.006 0.001 0.109
H 3.7521 5.4188 -1.0553 0.009 0.005 0.007 0.110
H 1.6385 4.6014 -0.1087 -0.025 0.017 0.002 0.090
H -0.0547 4.2279 1.6416 0.009 0.053 -0.048 0.074
H -0.1811 6.0627 3.2787 0.008 0.003 0.009 0.107
H -1.5620 8.0562 2.8047 -0.009 0.002 0.010 0.110
H -2.8348 8.2038 0.6922 -0.001 0.009 -0.003 0.111
H -2.6921 6.3915 -0.9679 0.019 -0.006 -0.021 0.094
C -4.1081 0.8833 -3.1912 -0.096 0.084 -0.034 -0.121
S -2.8192 0.5079 -2.0707 0.070 -0.351 -0.025 0.318
O -2.8094 -0.9120 -1.7885 -0.252 0.090 -0.124 -0.336
O -1.5449 0.9678 -2.6719 0.023 -0.127 0.073 -0.471
O -3.0500 1.2975 -0.8297 0.307 -0.133 0.177 -0.480
H -3.9250 0.3272 -4.1069 0.002 -0.009 -0.011 0.080
H -4.0999 1.9543 -3.3772 -0.007 0.011 -0.020 0.074
H -5.0465 0.5766 -2.7360 -0.012 -0.008 -0.006 0.080
C 2.7347 -3.7025 1.0029 0.014 0.021 -0.001 -0.047
C 1.6050 -4.5601 1.5537 -0.019 -0.025 -0.094 -0.628
C 1.6833 -5.9780 1.0075 0.002 -0.021 0.015 -0.014
C 1.6062 -4.5492 3.0721 0.018 -0.026 0.022 -0.023
O 0.3203 -4.0161 1.1654 0.004 0.161 0.027 -0.146
Si -0.2826 -3.3830 -0.1891 -0.056 -0.277 0.090 -0.044
S 0.4095 -1.2882 -0.0651 0.018 0.100 -0.055 0.599
O -1.8741 -3.5580 -0.2371 -0.034 0.168 -0.044 -0.115
C -2.9182 -3.4711 0.7703 0.135 -0.055 -0.020 -0.613
C -2.7460 -2.1852 1.5671 0.012 0.048 -0.038 -0.042
C -4.2285 -3.4700 0.0058 -0.040 -0.028 0.008 -0.017
C -2.8085 -4.6931 1.6689 -0.036 -0.018 0.044 -0.018
O 0.4590 -3.9337 -1.5035 0.019 0.035 0.056 -0.137
C 0.0990 -4.0302 -2.9075 -0.021 0.018 0.037 -0.620
C -0.8801 -5.1830 -3.0595 -0.023 -0.010 -0.006 -0.014
C -0.5187 -2.7167 -3.3575 0.005 0.002 0.013 -0.032
C 1.4017 -4.3083 -3.6357 0.008 -0.009 -0.022 -0.023
H 3.6931 -4.1356 1.2901 0.018 0.007 0.011 0.096
H 2.6811 -2.6875 1.4004 0.000 -0.005 0.009 0.067
H 2.6959 -3.6547 -0.0866 -0.008 -0.020 -0.004 0.078
H 2.6190 -6.4492 1.3109 -0.002 -0.007 0.004 0.095
H 1.6356 -5.9690 -0.0817 0.009 0.016 -0.010 0.082
H 0.8539 -6.5744 1.3882 -0.003 -0.004 0.008 0.095
H 2.5300 -4.9853 3.4535 0.006 0.004 0.003 0.094
H 0.7661 -5.1274 3.4566 -0.006 -0.011 -0.006 0.089
H 1.5237 -3.5270 3.4439 -0.001 0.012 -0.001 0.087
H -2.7758 -1.3245 0.8953 -0.026 0.003 -0.016 0.056
H -1.7983 -2.1883 2.1130 0.011 -0.012 0.005 0.079
H -3.5551 -2.0879 2.2920 -0.006 -0.006 0.013 0.097
H -4.2725 -2.6218 -0.6733 0.027 0.058 -0.021 0.071
H -5.0656 -3.4154 0.7037 0.000 -0.006 -0.008 0.095
H -4.3226 -4.3891 -0.5734 0.001 -0.001 0.002 0.093
H -1.8387 -4.7244 2.1637 -0.007 0.011 0.012 0.073
H -2.9307 -5.6033 1.0809 0.005 -0.003 -0.005 0.097
H -3.5892 -4.6673 2.4304 -0.021 -0.009 -0.008 0.095
H -1.7860 -4.9931 -2.4834 -0.002 0.020 -0.007 0.082
H -0.4293 -6.1119 -2.7087 0.008 -0.006 -0.003 0.094
H -1.1542 -5.3048 -4.1079 0.003 -0.011 -0.009 0.095
H -1.4393 -2.5053 -2.8130 0.003 -0.013 -0.012 0.061
H -0.7508 -2.7612 -4.4223 -0.008 0.007 -0.007 0.100
H 0.1761 -1.8889 -3.1955 0.020 -0.002 -0.011 0.082
H 1.8468 -5.2386 -3.2822 -0.003 -0.006 0.008 0.089
H 2.1114 -3.4976 -3.4669 -0.004 0.014 -0.003 0.089
H 1.2217 -4.3955 -4.7075 0.002 -0.006 -0.003 0.093


3.
24
Properties=species:S:1:pos:R:3:forces:R:3:lowdin_charge:R:1 method="wB97M-V/def2-TZVPD" e_homo_ha=-0.379 spin_multiplicity=1 charge=0 smiles=O.O.O.O.O.O.O.O orbital_gap_ev=10.15
O 3.0585 1.9830 -0.5832 0.288 -0.170 -0.211 -0.046
H 3.6217 1.6719 0.1322 -0.079 0.082 0.121 0.047
H 2.6499 1.1832 -0.9314 -0.104 0.034 0.193 -0.020
O 0.2983 -0.2436 -0.1747 -0.023 -0.128 -0.220 -0.038
H 0.7754 -0.5421 -0.9602 0.213 -0.083 0.153 0.027
H -0.5051 -0.7755 -0.1361 -0.060 0.128 0.070 0.027
O 1.1029 1.0683 2.3372 -0.007 -0.077 0.064 -0.063
H 0.8903 0.5433 1.5525 -0.011 0.095 -0.070 -0.013
H 0.8478 0.5147 3.0801 0.068 -0.038 0.016 0.021
O -3.2699 0.7078 0.4867 -0.073 -0.021 0.060 -0.052
H -3.3394 -0.2193 0.7338 0.099 0.064 -0.024 -0.007
H -3.5971 1.2007 1.2450 0.017 0.073 -0.027 0.040
O -2.3609 -1.9974 -0.1511 -0.178 -0.099 -0.188 -0.050
H -2.4238 -1.8870 -1.1064 -0.006 0.083 -0.003 0.078
H -3.1968 -2.4040 0.1043 0.067 -0.156 0.013 0.075
O 2.4385 -0.4503 -2.2866 -0.010 -0.105 -0.052 -0.040
H 3.3592 -0.2067 -2.4326 0.012 0.040 0.030 0.061
H 2.2579 -1.1338 -2.9391 -0.017 0.016 -0.046 0.060
O 0.2831 2.3512 -1.6248 -0.144 -0.155 -0.312 -0.059
H 0.2670 1.4814 -1.2043 -0.170 0.198 0.228 -0.017
H 1.1434 2.3944 -2.0501 0.053 0.185 0.067 0.014
O -1.3323 -2.0648 2.5076 -0.072 0.027 0.012 -0.054
H -1.4968 -2.0008 1.5579 0.110 -0.018 0.125 -0.024
H -1.4719 -1.1743 2.8433 0.030 0.027 0.000 0.032


4.
11
Properties=species:S:1:pos:R:3:forces:R:3:lowdin_charge:R:1 method="wB97M-V/def2-TZVPD" e_homo_ha="-0.522 / -0.522" spin_multiplicity=1 charge=+1 orbital_gap_ev="8.68 / 8.69"
C -0.3661 -0.3729 0.2531 2.505 2.021 -1.277 -0.229
C 1.5008 0.9573 -0.8291 -1.895 -1.676 0.992 -0.379
N -0.1461 -0.8749 1.4278 -0.285 -0.499 0.749 0.144
N -1.5124 -0.2653 -0.3406 -0.597 -0.312 0.202 0.145
Cl 0.9103 1.2772 -2.3442 0.012 0.160 -0.190 0.737
H 1.4603 1.7402 -0.0907 0.007 0.135 0.051 0.044
H 2.2019 0.1421 -0.7313 0.103 0.065 -0.048 0.041
H 0.7862 -0.8945 1.8144 -0.139 0.010 -0.122 0.122
H -0.8789 -1.2692 2.0171 0.135 0.031 -0.135 0.137
H -1.5795 0.1802 -1.2432 0.046 -0.010 -0.021 0.097
H -2.3767 -0.6203 0.0666 0.108 0.074 -0.200 0.140